63
Properties=species:S:1:pos:R:3 method="wB97M-V/def2-TZVPD" multiplicity=1 gap_ha=0.229 max_force_ha_per_bohr=0.0186 charge=-1 e_tot_ev=-81250.3925
C 1.415 5.604 -1.104
C 1.039 4.126 -1.126
C -0.476 3.888 -1.196
C -0.788 2.439 -0.826
N -2.147 1.941 -1.185
C -2.065 0.687 -1.959
C -1.328 -0.440 -1.214
C -1.929 -1.826 -1.426
C -1.371 -2.913 -0.484
In 0.634 -2.641 0.436
P 0.642 -3.363 2.870
C 2.307 -2.753 3.447
C 0.856 -5.223 2.941
C 2.120 -3.965 -0.734
F 1.531 -4.768 -1.712
F 2.675 -4.873 0.175
C 3.358 -3.358 -1.408
F 4.160 -4.307 -1.976
F 4.099 -2.734 -0.453
C 3.119 -2.283 -2.513
F 2.733 -1.121 -1.950
F 4.307 -2.067 -3.140
C 2.102 -2.606 -3.635
F 2.302 -3.805 -4.157
F 2.238 -1.711 -4.614
F 0.854 -2.523 -3.194
C -3.147 2.018 -0.259
S -4.314 0.888 0.005
S -3.160 3.582 0.612
C -3.667 3.104 2.270
C -2.511 2.715 3.193
C -1.329 3.693 3.199
H 2.495 5.724 -0.963
H 1.160 6.109 -2.041
H 0.925 6.115 -0.269
H 1.410 3.664 -0.201
H 1.546 3.607 -1.946
H -0.956 4.580 -0.501
H -0.831 4.082 -2.214
H -0.626 2.286 0.244
H -0.082 1.811 -1.373
H -1.510 0.945 -2.870
H -3.063 0.384 -2.278
H -1.353 -0.220 -0.139
H -0.285 -0.455 -1.539
H -3.016 -1.744 -1.284
H -1.783 -2.131 -2.472
H -1.325 -3.862 -1.032
H -2.081 -3.072 0.335
H 1.250 -0.985 0.488
H 3.041 -3.564 3.497
H 2.220 -2.290 4.434
H 2.696 -2.000 2.756
H 0.816 -5.682 1.954
H 0.071 -5.641 3.579
H 1.814 -5.463 3.410
H -4.225 3.959 2.668
H -4.374 2.279 2.181
H -2.928 2.631 4.202
H -2.174 1.715 2.896
H -1.668 4.711 2.986
H -0.831 3.690 4.173
H -0.591 3.416 2.439

92
Properties=species:S:1:pos:R:3 method="wB97M-V/def2-TZVPD" multiplicity=5 gap_ha="0.202 / 0.228" de_lowest_kj_mol=77.7 max_force_ha_per_bohr=0.0839 charge=-1 e_tot_ev=-202174.8836
Ir 1.215 -0.862 0.051
S -2.238 -0.387 -2.039
P -1.946 0.809 -0.478
C -0.279 0.646 0.124
P 0.415 1.902 1.157
S 2.356 1.421 0.980
C 0.155 3.661 0.755
C -0.880 4.408 1.319
C -1.083 5.717 0.934
C -0.262 6.301 -0.024
C 0.762 5.560 -0.598
C 0.965 4.248 -0.221
C -0.084 1.791 2.913
C 0.457 2.690 3.829
C 0.181 2.549 5.176
C -0.616 1.502 5.616
C -1.140 0.599 4.706
C -0.874 0.742 3.358
C -2.467 2.468 -1.008
C -1.585 3.226 -1.773
C -1.984 4.447 -2.277
C -3.269 4.915 -2.041
C -4.172 4.130 -1.339
C -3.779 2.907 -0.833
C -3.066 0.403 0.893
C -3.370 -0.941 1.109
C -4.050 -1.323 2.249
C -4.427 -0.373 3.186
C -4.123 0.968 2.974
C -3.432 1.355 1.845
H -1.515 3.959 2.070
H -1.881 6.294 1.382
H -0.418 7.332 -0.311
H 1.405 6.020 -1.339
H 1.761 3.652 -0.648
H 1.099 3.488 3.475
H 0.600 3.243 5.894
H -0.817 1.383 6.671
H -1.745 -0.229 5.044
H -1.257 0.030 2.646
H -0.597 2.826 -1.955
H -1.298 5.039 -2.863
H -3.578 5.879 -2.420
H -5.192 4.465 -1.195
H -4.495 2.280 -0.321
H -3.066 -1.657 0.359
H -4.283 -2.366 2.412
H -4.942 -0.672 4.089
H -4.414 1.711 3.703
H -3.165 2.394 1.699
F 0.734 -4.149 3.922
C 1.830 -3.651 3.326
F 2.433 -4.682 2.711
F 2.649 -3.230 4.297
S 1.430 -2.331 2.036
O 0.776 -3.129 1.035
O 0.656 -1.382 2.759
N 2.883 -1.863 1.720
S 3.555 -2.036 0.330
O 4.446 -0.989 -0.031
O 2.766 -2.628 -0.715
C 4.741 -3.472 0.730
F 4.167 -4.656 0.475
F 5.110 -3.474 2.019
F 5.868 -3.433 0.000
C -1.727 -3.863 -1.134
Si -0.101 -3.675 -2.126
C 1.088 -5.052 -1.527
C -0.573 -4.020 -3.970
As 0.622 -1.417 -2.228
Si 2.608 -1.423 -3.573
C 3.838 -0.079 -2.988
C 2.087 -0.880 -5.352
C 3.501 -3.120 -3.732
H -2.091 -4.887 -1.137
H -2.499 -3.223 -1.552
H -1.554 -3.578 -0.101
H 0.677 -6.047 -1.671
H 1.266 -4.913 -0.467
H 2.048 -5.003 -2.025
H -1.053 -4.981 -4.119
H 0.299 -3.971 -4.616
H -1.259 -3.239 -4.287
H 3.333 0.881 -2.911
H 4.680 0.037 -3.666
H 4.229 -0.323 -2.006
H 1.629 0.103 -5.312
H 1.355 -1.558 -5.775
H 2.934 -0.825 -6.029
H 3.798 -3.450 -2.743
H 4.393 -3.062 -4.349
H 2.840 -3.873 -4.151